The following is a quantum chemistry calculation of a structure of composition C16H15Br2O9PtS2, from the OMol25 dataset.

Summary:
HOMO = -11.96 eV
Energy = -7359.2524 Eh
Energy above the lowest of the compared OMol25 structures with the same formula, charge and spin = 60.2 kJ/mol
Net charge = +1

Structure (XYZ):
```
45
C16H15Br2O9PtS2 ωB97M-V with the def2-TZVPD basis set
Pt -0.231 0.412 -1.420
C -4.252 2.056 3.605
O -2.907 2.395 3.959
C -1.960 2.315 3.038
C -0.656 2.637 3.482
C 0.385 2.561 2.614
C 0.198 2.161 1.265
C 1.296 2.071 0.385
C 2.644 2.614 0.735
O 1.263 1.535 -0.779
C -1.124 1.865 0.838
O -1.415 1.615 -0.441
C -2.189 1.935 1.718
H -4.834 2.189 4.510
H -4.310 1.018 3.277
H -4.623 2.724 2.827
H -0.520 2.921 4.515
H 1.380 2.790 2.969
H 2.575 3.672 0.986
H 3.323 2.473 -0.101
H 3.037 2.084 1.604
H -3.172 1.688 1.346
O 0.042 -2.125 2.029
S -0.464 -2.017 0.702
O -1.831 -2.294 0.418
O -0.106 -0.543 0.294
C 0.531 -3.068 -0.332
C 1.334 -3.978 0.335
C 2.102 -4.892 -0.376
C 2.075 -4.895 -1.758
C 1.279 -3.985 -2.438
C 0.505 -3.078 -1.727
S -0.295 -1.898 -2.769
O -0.668 -2.527 -3.979
O 0.744 -0.792 -2.851
O -1.418 -1.121 -2.104
H 1.343 -3.965 1.416
H 2.718 -5.602 0.159
H 2.669 -5.605 -2.318
H 1.250 -3.989 -3.519
Br 2.542 2.165 -3.849
C 0.878 1.658 -4.599
Br -0.644 1.919 -3.379
H 0.876 0.605 -4.848
H 0.628 2.296 -5.439
```

Atom charges from the natural (NBO) analysis, given in e for atoms 1 to 5: atom 1 (Pt): 1.605, atom 2 (C): -0.264, atom 3 (O): -0.446, atom 4 (C): 0.427, atom 5 (C): -0.278

The following is a quantum chemistry calculation of a structure of composition C16H15Cl5NO4SV at a distorted geometry, from the OMol25 dataset.

Summary:
HOMO (spin up / spin down) = -14.85 / -14.85 eV
Energy = -4616.9341 Eh
Energy above the lowest of the compared OMol25 structures with the same formula, charge and spin = 92.3 kJ/mol
Net charge = +2

Structure (XYZ):
```
43
C16H15Cl5NO4SV ωB97M-V with the def2-TZVPD basis set
V -0.385 0.550 -0.119
Cl 4.682 -0.027 5.067
C 3.668 0.031 3.710
C 2.290 0.197 3.888
Cl 1.604 0.337 5.441
C 1.485 0.250 2.773
Cl -0.217 0.487 2.907
C 2.023 0.145 1.495
O 1.113 0.218 0.468
C 3.377 -0.021 1.305
Cl 4.014 -0.154 -0.280
C 4.207 -0.081 2.422
Cl 5.881 -0.291 2.215
C -0.266 1.497 -2.949
N -0.027 0.286 -2.102
C 1.344 -0.242 -2.402
C -1.050 -0.786 -2.361
C -1.243 -1.691 -1.155
C -1.625 -3.013 -1.360
C -1.976 -3.826 -0.295
C -1.949 -3.341 1.009
C -1.543 -2.040 1.264
C -1.175 -1.263 0.182
H -0.116 1.229 -3.994
H 0.449 2.270 -2.676
H -1.283 1.850 -2.814
H 1.396 -0.445 -3.470
H 1.519 -1.157 -1.845
H 2.086 0.502 -2.134
H -0.739 -1.372 -3.224
H -1.997 -0.307 -2.598
H -1.680 -3.388 -2.376
H -2.288 -4.844 -0.485
H -2.241 -3.974 1.837
H -1.515 -1.668 2.274
C -2.540 3.805 -0.343
S -2.014 2.360 0.456
O -2.733 2.118 1.646
O -0.496 2.374 0.588
O -2.089 1.177 -0.535
H -2.558 4.582 0.425
H -3.549 3.611 -0.712
H -1.846 4.052 -1.144
```

Atom charges from the natural (NBO) analysis, given in e for atoms 1 to 5: atom 1 (V): 1.367, atom 2 (Cl): 0.167, atom 3 (C): -0.045, atom 4 (C): -0.071, atom 5 (Cl): 0.137

The following is a quantum chemistry calculation of a structure of composition C16H15CsF4N3O2 at a distorted geometry, from the OMol25 dataset.

Summary:
HOMO = -3.86 eV
Energy = -1353.0870 Eh
Energy above the lowest of the compared OMol25 structures with the same formula, charge and spin = 93.8 kJ/mol
Net charge = -1

Structure (XYZ):
```
41
C16H15CsF4N3O2 ωB97M-V with the def2-TZVPD basis set
Cs -1.335 0.022 -0.703
C 1.158 -0.137 2.833
N 1.367 -0.354 1.417
C 2.202 0.690 0.856
C 1.922 -1.684 1.211
C 2.224 -2.059 -0.235
N 1.083 -1.826 -1.087
C 1.099 -2.277 -2.323
C -0.040 -2.047 -3.161
F -1.118 -1.391 -2.615
C -0.146 -2.450 -4.464
F -1.277 -2.157 -5.139
C 0.864 -3.144 -5.111
C 1.987 -3.400 -4.342
F 3.013 -4.069 -4.914
C 2.118 -3.004 -3.034
F 3.294 -3.319 -2.423
H 2.102 -0.183 3.407
H 0.480 -0.896 3.228
H 0.710 0.842 2.994
H 3.217 0.696 1.293
H 1.738 1.661 1.044
H 2.286 0.550 -0.222
H 1.194 -2.400 1.605
H 2.858 -1.804 1.792
H 2.525 -3.113 -0.201
H 3.110 -1.501 -0.576
H 0.784 -3.456 -6.140
O -4.894 2.953 -0.521
C -3.844 2.384 -0.195
O -3.208 1.481 -0.792
C -3.232 2.859 1.146
C -3.902 3.844 1.870
C -3.378 4.282 3.070
C -2.188 3.725 3.519
C -1.592 2.755 2.732
N -2.089 2.320 1.575
H -4.822 4.233 1.456
H -3.881 5.044 3.653
H -1.731 4.030 4.451
H -0.660 2.300 3.049
```

Atom charges from the Löwdin analysis, given in e for atoms 1 to 5: atom 1 (Cs): 1.460, atom 2 (C): -0.114, atom 3 (N): -0.299, atom 4 (C): -0.114, atom 5 (C): -0.228

The following is a quantum chemistry calculation of a structure of composition C16H15F18N5O18S6Zn3 at a distorted geometry, from the OMol25 dataset.

Summary:
HOMO = -9.35 eV
Energy = -11770.4488 Eh
Energy above the lowest of the compared OMol25 structures with the same formula, charge and spin = 751.5 kJ/mol

Structure (XYZ):
```
81
C16H15F18N5O18S6Zn3 ωB97M-V with the def2-TZVPD basis set
Zn 1.259 3.420 -1.921
Zn -0.599 -4.428 -3.210
Zn 6.156 -2.564 0.580
C 4.860 -1.252 -6.348
F 4.162 -0.750 -7.339
F 4.999 -2.565 -6.537
F 6.076 -0.658 -6.239
S 3.881 -1.091 -4.690
O 4.742 -1.668 -3.657
O 3.471 0.286 -4.408
O 2.701 -1.911 -4.852
C 4.985 -8.461 -3.127
F 5.724 -7.545 -3.712
F 4.178 -9.013 -4.000
F 5.831 -9.390 -2.647
S 4.010 -7.554 -1.775
O 4.900 -6.515 -1.270
O 2.890 -6.966 -2.480
O 3.569 -8.526 -0.765
C 6.756 2.440 5.019
F 7.104 3.581 5.517
F 6.757 1.509 5.978
F 5.538 2.630 4.420
S 8.128 2.000 3.665
O 8.444 3.301 3.074
O 9.211 1.334 4.336
O 7.524 1.118 2.634
C -0.360 -1.250 3.155
F -1.610 -0.806 3.044
F 0.289 -0.423 4.081
F -0.325 -2.541 3.498
S 0.588 -1.163 1.485
O 0.464 0.208 0.953
O 1.959 -1.542 1.738
O -0.108 -2.056 0.526
C -2.209 7.872 2.665
F -1.835 7.133 3.729
F -3.373 7.391 2.251
F -2.546 9.062 3.159
S -1.041 7.979 1.103
O -1.697 8.707 0.047
O 0.200 8.623 1.526
O -0.765 6.560 0.759
C -3.044 3.572 -6.745
F -3.258 2.304 -6.830
F -1.779 3.884 -7.005
F -3.871 4.232 -7.535
S -3.458 4.120 -5.051
O -4.752 3.568 -4.629
O -2.276 3.619 -4.248
O -3.532 5.609 -5.175
C -7.845 1.427 2.566
C -7.257 0.315 1.830
N -6.789 -0.568 1.218
H -8.457 1.084 3.400
H -8.499 1.880 1.821
H -6.967 2.029 2.800
C -6.181 -7.878 0.619
C -5.047 -7.207 0.028
N -4.130 -6.725 -0.537
H -6.623 -7.218 1.365
H -5.830 -8.784 1.113
H -6.951 -8.073 -0.128
C 6.058 7.761 0.743
C 5.432 6.510 0.409
N 4.963 5.432 0.078
H 7.137 7.673 0.866
H 5.696 7.928 1.757
H 5.807 8.574 0.061
C -7.278 -1.562 -4.804
C -5.833 -1.705 -4.639
N -4.681 -1.810 -4.452
H -7.814 -1.457 -3.861
H -7.612 -2.463 -5.320
H -7.596 -0.720 -5.419
C -1.852 -2.890 9.491
C -2.539 -4.083 8.963
N -3.104 -4.975 8.470
H -0.877 -3.243 9.827
H -2.488 -2.524 10.297
H -1.763 -2.156 8.689
```

Atom charges from the Löwdin analysis, given in e for atoms 1 to 5: atom 1 (Zn): 0.765, atom 2 (Zn): 0.796, atom 3 (Zn): 0.765, atom 4 (C): -0.633, atom 5 (F): 0.169